# 1
Molecular formula: C33H27CrFNO2S3SeTe
Method: DFT, wB97M-V/def2-TZVPD

Energy above the lowest of the compared OMol25 structures with the same formula, charge and spin = 4.9 kcal/mol
Highest occupied orbital energy (spin up / spin down) = -1.410 / -1.191 eV
M = 843.3 g mol⁻¹
Net charge = -2
DFT total energy = -6487.28289 hartree
2S+1 = 2
Max |F| = 0.2 eV/Å

```
70
C33H27CrFNO2S3SeTe (wB97M-V/def2-TZVPD)
H 5.877 -2.668 -0.281
H 0.587 3.708 -0.465
H 5.295 -0.750 -1.750
H 1.975 3.153 -3.486
N 0.923 6.970 0.313
H 2.988 -1.307 2.576
C -0.959 -3.183 2.145
O -0.285 -1.260 0.956
C -1.607 -4.565 3.888
C 0.551 1.934 -2.413
O -2.421 0.200 2.191
C 4.799 -0.876 -0.793
C -0.881 -3.623 4.557
C 0.959 3.052 -3.127
C 3.506 -1.172 1.634
C -3.136 -3.330 -2.016
H -2.202 0.316 -1.434
H -4.066 2.093 0.504
C 2.170 -4.957 -0.709
C -1.640 2.849 -2.188
C -4.092 -2.811 -1.198
H -3.334 -3.700 -3.012
C -1.651 -4.306 2.490
C 0.413 4.624 0.080
H -0.949 -3.676 -1.893
H 2.736 -5.853 -0.909
C -1.847 -3.318 -1.412
C -0.571 5.865 1.839
H 1.707 5.776 -1.170
C -1.174 0.585 -1.184
H -1.210 5.948 2.710
C 3.171 -0.081 0.830
S -0.266 -2.417 3.509
C 3.833 0.041 -0.395
H -2.103 -5.397 4.370
H -4.270 0.567 -0.367
H -0.710 -3.562 5.621
C 1.051 5.791 -0.304
C 4.469 -2.092 1.241
C -0.649 -2.553 0.789
C -1.252 3.979 -2.895
H -2.179 -4.915 1.767
H -4.818 0.698 1.336
Se -1.445 3.141 1.775
S -3.430 -2.303 0.295
H -1.935 4.801 -3.070
H -5.144 -2.687 -1.403
Te 1.772 1.391 1.453
H 3.593 0.880 -1.040
H -0.536 -0.262 -1.451
F 0.433 5.162 -4.062
H 1.263 1.144 -2.202
C 0.115 6.971 1.375
H 4.696 -2.937 1.883
C -1.841 -2.778 -0.158
C 5.128 -1.947 0.028
S 0.810 -5.002 0.339
Cr -0.841 0.676 0.891
H 1.493 -1.684 -0.833
C 2.413 -3.694 -1.150
H 3.245 -3.428 -1.787
C -0.757 1.794 -1.934
C -4.063 1.006 0.610
H -2.650 2.787 -1.800
C 0.043 4.056 -3.360
H 0.009 7.924 1.891
C 1.477 -2.748 -0.643
C -2.690 0.635 1.062
C -0.441 4.635 1.183
C 0.540 -3.307 0.165
```

Here are the Löwdin charges for atoms 1 to 6, given in e:
1. H 0.08
2. H 0.05
3. H 0.09
4. H 0.11
5. N 0.01
6. H 0.08

***

# 2
Molecular formula: C33H27F6N4O5PS4Zr
Method: DFT, wB97M-V/def2-TZVPD

Energy above the lowest of the compared OMol25 structures with the same formula, charge and spin = 55.5 kcal/mol
Highest occupied orbital energy = -13.181 eV
M = 924.1 g mol⁻¹
Net charge = +2
DFT total energy = -4448.81719 hartree
Max |F| = 4.1 eV/Å

```
81
C33H27F6N4O5PS4Zr (wB97M-V/def2-TZVPD)
H 1.315 4.946 3.692
H 3.737 -1.459 6.017
O -3.149 2.599 3.216
N -1.065 -2.570 -1.311
C 2.802 1.156 0.805
S -2.528 0.768 -0.054
H -4.126 -3.482 -4.797
C 0.903 1.638 2.836
C -0.203 1.303 3.637
F -4.226 1.939 -1.913
C -2.606 -2.840 -3.297
N 0.790 1.715 -0.441
H 0.257 2.280 0.269
H 5.475 -2.924 4.621
C -4.274 -4.692 -3.029
C 0.830 -1.212 -3.589
H -1.682 0.948 -5.602
C -0.289 -0.684 -5.672
C -3.708 -3.643 -3.795
H 1.526 -3.002 -2.445
F -3.602 -0.093 -2.501
C 2.935 2.783 -0.996
S -3.737 2.162 2.006
H 2.796 -1.982 -3.057
C 4.179 1.232 1.041
C -0.202 3.578 4.519
P 1.555 0.300 1.818
F -4.311 4.770 1.875
O 1.774 -1.144 -1.469
H 5.090 3.108 -1.608
S 0.322 -2.696 0.983
C -2.030 -3.222 -2.099
H 2.235 0.019 4.825
C 0.573 -1.561 -4.912
N -2.573 2.071 0.819
C -0.930 0.379 -5.061
S -1.684 -4.641 0.095
H -1.641 2.093 5.038
C -3.658 -5.027 -1.815
H 5.085 -3.123 2.273
C 2.616 -0.832 2.857
H -0.671 4.332 5.204
C 4.660 -2.363 4.200
C -0.768 2.280 4.425
C 1.771 -1.943 -2.697
C 2.219 1.884 -0.209
C -4.892 3.579 1.563
F -6.049 3.564 2.233
H 2.445 3.411 -1.771
N 0.131 -0.190 -2.948
F -5.134 3.550 0.216
F -5.226 0.195 -1.030
H 2.610 -1.315 -0.965
C -2.513 -4.395 -1.413
Zr -0.048 -0.457 -0.542
C 3.425 -1.739 2.150
H -0.584 0.301 3.535
H 0.580 2.145 -1.332
C 3.803 -1.560 4.888
H -5.192 -5.186 -3.319
C -0.757 -3.249 -0.217
H 4.541 0.706 1.913
H -1.043 1.515 -3.242
C 4.393 2.757 -0.876
H -0.515 -0.976 -6.717
C 0.888 3.892 3.717
H 6.069 2.148 0.341
O -1.442 0.985 -1.153
C 4.421 -2.458 2.796
H -2.216 -1.946 -3.824
H 3.364 -1.761 1.054
O -1.834 -0.489 0.590
O -4.613 1.057 1.851
H 2.137 3.268 2.082
C 4.945 2.039 0.197
H -4.178 -5.615 -1.035
C 2.859 -0.677 4.240
C -0.637 0.611 -3.703
C -3.996 0.664 -1.488
C 1.415 2.921 2.800
H 1.062 -2.444 -5.290
```

Here are the Löwdin charges for atoms 1 to 6, given in e:
1. H 0.14
2. H 0.14
3. O -0.23
4. N -0.10
5. C -0.36
6. S 0.86

***

# 3
Molecular formula: C33H27F6N6O6P2PtS2
Method: DFT, wB97M-V/def2-TZVPD

Highest occupied orbital energy (spin up / spin down) = -16.559 / -16.558 eV
M = 1038.8 g mol⁻¹
Net charge = +3
DFT total energy = -4250.24094 hartree
2S+1 = 5
Max |F| = 0.9 eV/Å

```
83
C33H27F6N6O6P2PtS2 (wB97M-V/def2-TZVPD)
C -0.980 4.355 -3.894
O -3.886 2.894 0.734
H -0.869 3.395 1.871
C 3.370 1.397 1.980
C 4.774 -2.640 0.553
C -4.444 1.448 -3.857
H -3.057 -4.239 2.977
F -4.571 -0.108 1.133
H 5.633 -2.115 0.155
C 3.850 1.811 -0.730
H -1.730 -5.675 -0.834
N -0.331 -1.698 -4.867
C -1.641 -4.970 -0.018
F -3.818 2.614 -3.702
H 1.626 -0.880 2.841
H 0.623 2.219 6.448
C -0.889 2.576 -5.308
F -2.840 0.672 2.156
C 2.298 -2.706 0.942
F -5.724 1.633 -4.028
O 0.692 -1.075 -0.478
S -3.462 1.856 -0.131
H -0.689 3.909 -1.788
C 0.261 2.013 3.088
O -2.165 2.148 -0.832
C 3.761 -4.501 1.671
C -0.633 1.738 -4.236
H 5.904 2.051 -0.166
C -0.179 -1.670 -3.551
C 2.560 1.568 -0.284
C -2.484 -5.071 1.085
F -2.609 -0.632 0.430
C 3.469 -2.059 0.427
C -0.576 -3.059 0.998
H -0.325 -2.499 -5.485
C -0.887 3.939 3.943
C 0.714 -0.719 2.264
H -0.017 -2.525 -2.919
C -0.465 0.295 -4.324
H 3.867 -5.456 2.173
N -0.556 2.231 -2.995
H -0.141 -0.902 2.914
C 0.677 1.672 4.380
O -4.937 -0.740 -2.426
C 2.310 1.351 1.070
C -1.424 -3.167 2.102
O -0.438 1.140 0.636
H 5.885 -4.322 1.248
N -4.515 1.396 -1.179
H -0.018 -3.900 -0.914
F -3.916 0.815 -4.899
C 2.442 -3.914 1.549
C -0.735 3.530 -2.799
Pt -0.681 0.635 -1.388
H 5.477 1.686 2.243
C 4.915 -3.851 1.157
C 0.313 2.478 5.445
H -0.725 4.248 6.057
H 1.585 -4.448 1.943
P 0.689 -1.836 0.832
C -0.687 -3.970 -0.063
H -1.121 5.419 -3.753
H 3.186 1.278 3.043
N -0.243 -0.402 -3.171
N -0.515 -0.461 -5.381
H 1.283 0.793 4.566
H -1.509 4.809 3.783
C 4.901 1.841 0.179
C -0.461 3.612 5.224
C 4.662 1.634 1.533
O -2.657 0.185 -2.466
P 0.663 1.011 1.698
H 3.359 -1.103 -0.079
H -3.213 -5.869 1.133
H 4.040 1.995 -1.779
C -3.350 0.347 0.986
N -1.061 3.881 -5.131
H -0.958 2.178 -6.313
H -1.365 -2.482 2.936
C -2.383 -4.169 2.134
H 1.748 1.571 -1.002
S -4.131 0.421 -2.356
C -0.527 3.144 2.867
```

Here are the Löwdin charges for atoms 1 to 6, given in e:
1. C -0.04
2. O -0.18
3. H 0.11
4. C -0.06
5. C 0.03
6. C -0.68